(a)
H3S3 | ωB97M-V/def2-TZVPD

The total charge is -1. For the HOMO-LUMO gap, the calculation gives 6.519 eV.

```
6
Properties=species:S:1:pos:R:3:mulliken_charge:R:1
S -1.361 0.684 1.962 -0.29
H -0.405 -0.245 2.150 0.08
S 1.472 -0.802 -1.174 -0.45
S -0.992 1.190 -0.043 -0.51
H 0.926 -0.787 -2.396 0.07
H 0.360 -0.040 -0.499 0.11
```



(b)
H3S3 | ωB97M-V/def2-TZVPD

The total charge is -1. For the HOMO-LUMO gap, the calculation gives 6.308 eV.

```
6
Properties=species:S:1:pos:R:3:mulliken_charge:R:1
S -1.832 1.130 1.006 -0.31
H -0.913 0.487 1.717 0.09
S 1.448 -1.055 -1.251 -0.36
S -0.330 1.737 -0.405 -0.60
H 1.193 -2.066 -0.439 0.07
H 0.435 -0.233 -0.629 0.12
```



Top of the stability list: (a), leading by 0.134 eV.